A molecular structure, C26H42N5O4PS2SiSr. Source: the Open Molecules 2025 dataset; level of theory: ωB97M-V with the def2-TZVPD basis set.

Properties
- HOMO energy (eV) = -7.83
- gap between HOMO and LUMO (Eh) = 0.2733

Last column: Löwdin charge in e.
Positions of all 82 atoms, in Å:
1 Sr -0.282 -0.908 0.630  1.34
2 C 4.426 -4.147 5.452  -0.19
3 Si 2.839 -4.116 4.450  0.49
4 C 3.037 -5.318 3.031  -0.19
5 C 1.433 -4.596 5.583  -0.18
6 C 2.636 -2.346 3.806  -0.25
7 C 3.530 -1.359 4.193  -0.07
8 C 3.423 -0.047 3.730  -0.06
9 C 2.410 0.231 2.845  -0.16
10 N 1.534 -0.694 2.434  -0.13
11 C 1.609 -1.956 2.911  -0.78
12 S 0.380 -3.089 2.368  0.45
13 H 4.584 -5.156 5.840  0.03
14 H 4.389 -3.472 6.310  0.03
15 H 5.301 -3.889 4.851  0.04
16 H 3.232 -6.322 3.416  0.03
17 H 3.883 -5.034 2.400  0.03
18 H 2.141 -5.354 2.412  -0.01
19 H 1.596 -5.604 5.973  0.03
20 H 0.477 -4.574 5.064  0.01
21 H 1.377 -3.914 6.435  0.03
22 H 4.334 -1.605 4.876  0.09
23 H 4.114 0.724 4.037  0.10
24 H 2.284 1.223 2.426  0.11
25 O -0.357 1.440 -0.061  -0.41
26 P -1.716 1.594 -0.680  0.50
27 N -2.517 2.875 -0.048  -0.18
28 C -3.966 3.115 -0.144  -0.21
29 C -4.065 4.573 -0.580  -0.17
30 C -2.879 5.211 0.143  -0.16
31 C -1.776 4.162 0.013  -0.17
32 N -2.672 0.277 -0.240  -0.26
33 C -3.217 0.126 1.116  -0.21
34 C -3.606 -1.352 1.204  -0.16
35 C -3.925 -1.733 -0.244  -0.14
36 C -2.964 -0.886 -1.090  -0.20
37 N -1.644 1.564 -2.295  -0.17
38 C -0.320 1.446 -2.984  -0.16
39 C -0.688 1.524 -4.455  -0.15
40 C -1.854 2.510 -4.443  -0.15
41 C -2.665 2.076 -3.221  -0.18
42 H -4.432 2.989 0.839  0.11
43 H -4.443 2.420 -0.836  0.11
44 H -5.024 5.020 -0.323  0.11
45 H -3.929 4.654 -1.661  0.10
46 H -3.126 5.368 1.195  0.11
47 H -2.581 6.168 -0.281  0.12
48 H -1.086 4.162 0.855  0.12
49 H -1.192 4.313 -0.899  0.12
50 H -4.068 0.787 1.293  0.11
51 H -2.461 0.402 1.862  0.11
52 H -4.452 -1.496 1.873  0.12
53 H -2.786 -1.955 1.609  0.08
54 H -4.953 -1.467 -0.492  0.12
55 H -3.810 -2.799 -0.433  0.12
56 H -3.394 -0.595 -2.047  0.11
57 H -2.042 -1.440 -1.336  0.09
58 H 0.148 0.506 -2.704  0.09
59 H 0.342 2.269 -2.724  0.10
60 H -1.028 0.548 -4.819  0.12
61 H 0.156 1.847 -5.061  0.10
62 H -2.451 2.505 -5.353  0.11
63 H -1.465 3.518 -4.287  0.12
64 H -3.378 1.286 -3.485  0.11
65 H -3.227 2.902 -2.781  0.09
66 N 1.465 -2.213 -0.930  -0.01
67 C 2.013 -1.201 -1.795  -0.35
68 C 1.955 -1.356 -3.175  -0.04
69 C 2.334 -0.306 -4.006  -0.05
70 C 2.752 0.897 -3.459  -0.26
71 C 2.867 1.022 -2.081  -0.05
72 C 2.505 -0.022 -1.245  -0.05
73 S 2.971 2.348 -4.507  0.41
74 O 2.520 1.891 -5.816  -0.36
75 O 2.054 3.307 -3.891  -0.36
76 O 4.368 2.701 -4.416  -0.33
77 H 2.103 -2.488 -0.186  0.08
78 H 1.255 -3.061 -1.442  0.09
79 H 1.601 -2.290 -3.599  0.11
80 H 2.262 -0.389 -5.083  0.12
81 H 3.208 1.962 -1.667  0.13
82 H 2.589 0.083 -0.167  0.10

---

A single C22H21ClFN3OS molecule. Source: the Open Molecules 2025 dataset; level of theory: ωB97M-V with the def2-TZVPD basis set.

Properties
- HOMO energy (eV) = -7.92
- gap between HOMO and LUMO (Eh) = 0.3034

Last column: Löwdin charge in e.
Positions of all 50 atoms, in Å:
1 O -2.011 0.095 4.602  0.05
2 F 1.216 -0.569 6.631  -0.04
3 Cl 2.502 0.706 2.191  0.73
4 N -0.200 -1.842 -4.568  0.12
5 S 0.512 2.011 -3.723  1.00
6 C -1.000 -0.131 3.960  -0.45
7 C 0.377 -1.417 -5.685  -0.14
8 C -0.325 -0.736 -3.767  -0.26
9 C 0.211 0.386 -4.381  -0.46
10 C 1.046 2.198 0.330  -0.05
11 C 2.491 0.436 -0.537  -0.10
12 C 0.609 2.458 -0.999  -0.11
13 C 2.087 0.764 -1.837  -0.08
14 C -0.714 -2.065 -1.725  -0.01
15 C -1.687 0.131 -1.816  -0.05
16 C -1.088 -2.161 -0.363  -0.01
17 C -2.114 0.004 -0.504  -0.05
18 C 1.968 1.107 0.582  -0.62
19 C 1.116 1.764 -2.065  -0.53
20 C -0.958 -0.877 -2.440  -0.17
21 C -1.812 -1.102 0.267  -0.18
22 N 0.636 -0.084 -5.604  -0.14
23 N 0.174 0.469 4.324  0.02
24 C 1.181 0.698 -6.722  -0.02
25 C 0.327 0.460 6.782  -0.20
26 C 0.389 1.274 5.483  -0.17
27 C -1.887 -2.246 2.711  -0.04
28 C -0.960 -1.022 2.727  -0.14
29 C -2.169 -1.055 1.759  -0.15
30 H 0.607 -2.060 -6.534  0.13
31 H 0.652 2.693 1.209  0.10
32 H 3.228 -0.377 -0.444  0.11
33 H -0.141 3.188 -1.188  0.10
34 H 2.505 0.173 -2.629  0.11
35 H -0.204 -2.947 -2.118  0.11
36 H -1.909 1.047 -2.334  0.10
37 H -0.809 -3.044 0.195  0.09
38 H -2.687 0.846 -0.065  0.13
39 H 0.993 0.186 3.784  0.02
40 H 0.904 1.769 -6.622  0.08
41 H 0.774 0.377 -7.677  0.09
42 H 2.277 0.551 -6.705  0.10
43 H 0.591 1.092 7.646  0.12
44 H -0.671 0.019 6.975  0.12
45 H 1.356 1.745 5.313  0.12
46 H -0.349 2.093 5.492  0.13
47 H -1.441 -3.172 2.292  0.10
48 H -2.621 -2.375 3.529  0.12
49 H 0.044 -1.058 2.266  0.13
50 H -3.017 -0.398 2.005  0.14

---

A molecular structure, C23H32N5O2SSeTi. Source: the Open Molecules 2025 dataset; level of theory: ωB97M-V with the def2-TZVPD basis set.

Properties
- expectation value of S² = 3.779
- HOMO energy (alpha / beta) (eV) = -5.34 / -6.27
- multiplicity = 4
- gap between HOMO and LUMO (alpha / beta) (Eh) = 0.1938 / 0.2117

Last column: Löwdin charge in e.
Positions of all 65 atoms, in Å:
1 Ti -0.178 -0.325 0.292  0.82
2 C -0.724 0.127 3.201  -0.16
3 C 0.694 0.615 2.902  -0.17
4 N 1.275 -0.142 1.777  -0.15
5 C 1.885 -1.439 2.086  -0.17
6 C 0.813 -2.548 2.205  -0.15
7 N -0.352 -2.249 1.357  -0.13
8 C -1.688 -2.432 1.942  -0.15
9 C -2.444 -1.081 1.865  -0.16
10 N -1.448 -0.010 1.922  -0.19
11 H -1.223 0.842 3.859  0.13
12 H -0.696 -0.835 3.713  0.11
13 H 1.321 0.555 3.798  0.13
14 H 0.628 1.658 2.581  0.06
15 H 1.958 0.453 1.316  0.13
16 H 2.468 -1.395 3.012  0.13
17 H 2.551 -1.683 1.262  0.08
18 H 0.488 -2.629 3.242  0.11
19 H 1.265 -3.506 1.937  0.13
20 H -0.271 -2.703 0.446  0.10
21 H -1.603 -2.749 2.981  0.11
22 H -2.251 -3.200 1.410  0.13
23 H -3.190 -1.011 2.663  0.13
24 H -2.963 -1.017 0.904  0.12
25 H -1.867 0.919 1.723  0.01
26 Se -1.139 3.181 1.115  0.70
27 C -1.633 4.734 2.083  -0.71
28 C -2.106 4.676 3.394  -0.14
29 C -2.452 5.856 4.032  -0.18
30 N -2.359 7.060 3.473  0.03
31 C -1.891 7.108 2.226  -0.18
32 C -1.517 5.993 1.496  -0.14
33 H -2.196 3.724 3.900  0.08
34 H -2.824 5.841 5.053  0.09
35 H -1.812 8.101 1.795  0.10
36 H -1.137 6.082 0.488  0.08
37 C 3.471 -0.786 -2.061  -0.22
38 S 1.755 -1.530 -1.326  0.93
39 O 0.058 -1.538 -1.158  -0.67
40 C 1.819 -2.819 -2.567  -0.44
41 C 1.074 -2.699 -3.732  -0.07
42 C 1.199 -3.662 -4.722  -0.07
43 C 2.052 -4.743 -4.546  -0.09
44 C 2.761 -4.878 -3.361  -0.09
45 C 2.639 -3.921 -2.365  -0.10
46 H 3.434 -0.723 -3.145  0.03
47 H 4.268 -1.450 -1.730  0.02
48 H 3.564 0.199 -1.606  0.01
49 H 0.411 -1.853 -3.859  0.10
50 H 0.636 -3.561 -5.641  0.10
51 H 2.170 -5.475 -5.334  0.10
52 H 3.415 -5.728 -3.215  0.10
53 H 3.194 -4.016 -1.440  0.10
54 O 0.569 1.185 -0.425  -0.29
55 N -0.198 1.122 -1.520  -0.23
56 C 0.396 1.232 -2.755  -0.05
57 C -0.345 1.157 -3.893  -0.08
58 C -1.738 0.934 -3.832  -0.09
59 C -2.323 0.823 -2.570  -0.06
60 C -1.563 0.924 -1.435  -0.16
61 H 1.460 1.407 -2.735  0.12
62 H 0.151 1.296 -4.844  0.11
63 H -2.335 0.890 -4.729  0.09
64 H -3.391 0.697 -2.467  0.11
65 H -1.990 0.944 -0.436  0.05

---

A single C2H4N4O molecule. Source: the Open Molecules 2025 dataset; level of theory: ωB97M-V with the def2-TZVPD basis set.

Properties
- HOMO energy (eV) = -8.16
- gap between HOMO and LUMO (Eh) = 0.3293

Last column: Löwdin charge in e.
Positions of all 11 atoms, in Å:
1 C -0.762 0.895 -0.672  -0.22
2 C 0.743 -0.922 -0.205  -0.35
3 N -0.725 0.038 -1.672  0.02
4 N 0.179 -0.960 -1.378  0.06
5 N -0.018 0.603 0.356  -0.09
6 N 0.226 0.926 1.677  0.03
7 O 1.392 -1.556 0.554  0.10
8 H -1.554 1.501 -0.628  0.08
9 H 0.384 -1.458 -2.169  0.13
10 H 0.885 0.160 1.958  0.09
11 H -0.750 0.772 2.180  0.14

---

A gas-phase ion, CH4IN2O (charge +1). Source: the Open Molecules 2025 dataset; level of theory: ωB97M-V with the def2-TZVPD basis set.

Properties
- total charge = +1
- HOMO energy (eV) = -14.91
- gap between HOMO and LUMO (Eh) = 0.3736

Last column: Löwdin charge in e.
Positions of all 9 atoms, in Å:
1 C -0.315 0.038 -0.303  -0.78
2 N -0.413 -1.071 -1.028  0.11
3 N 0.575 0.094 0.704  -0.02
4 O 0.418 1.117 1.678  -0.04
5 I -1.220 1.780 -0.966  1.12
6 H 0.194 -1.957 -0.954  0.19
7 H -1.097 -1.085 -1.788  0.12
8 H 0.863 -0.826 1.020  0.17
9 H 0.995 1.909 1.637  0.14

---

What did we get for energy above the lowest of the compared OMol25 structures with the same formula, charge and spin? Answer: 66.62; 0.22; 264.22; 329.43; 18.65 kJ/mol, in the order shown.
What did we get for F_max? Answer: 0.633; 2.786; 2.072; 6.020; 2.409 eV/A, in the order shown.